Formula: C8H8
Source: OMol25
Level of theory: ωB97M-V/def2-TZVPD

Structure (ORCA input):
```
! wB97M-V def2-TZVPD RIJCOSX def2/J DEFGRID3
* xyz 0 1
C -0.25664 -1.88433 -0.16725
C -0.27609 -0.35408 -0.14479
C -1.86362 0.07658 0.25835
C 0.69823 0.56091 0.06135
C 2.14334 0.25007 0.12356
C 3.24820 -0.06673 0.20151
C 0.29646 1.92094 -0.04419
C -0.00822 3.12176 -0.15042
H 0.80147 -2.23896 0.07876
H -0.98249 -2.23726 0.66966
H -0.64559 -2.22349 -1.17244
H -2.28844 -0.32706 1.33770
H -1.83093 1.12053 -0.35295
H -2.57382 -0.76974 -0.32570
H 4.01580 -1.06294 -0.40697
H -0.47764 4.11382 0.03382
*
```

* frontier orbital gap: 8.832 eV
* highest occupied orbital energy: -8.760 eV
* molar mass: 104.15 g/mol
* ΔE to the lowest compared entry with this formula, charge and spin: 773.2 kJ/mol